1.
Below is a 8-piece molecular cluster, C32H68Cl2IN9O8PS overall, with properties calculated with the ωB97M-V functional and the def2-TZVPD basis.

Structure (ORCA input):
```
! RIJCOSX wB97M-V def2-TZVPD def2/J DEFGRID3
* xyz 1 1
C -1.160 -6.610 1.484
C -1.669 -5.549 1.692
C -2.320 -4.263 1.914
N -2.176 -3.439 0.662
C -0.742 -2.931 0.536
C -0.023 -3.550 -0.691
N 1.284 -4.066 -0.290
C -0.666 -1.408 0.678
I 1.306 -0.677 0.254
O -1.565 -0.679 -0.138
C -2.731 -1.337 -0.510
Cl -2.490 -2.064 -2.134
C -3.239 -2.359 0.517
C -4.510 -3.062 -0.023
C -5.751 -2.185 -0.213
C -6.985 -3.102 -0.169
Cl -5.777 -1.364 -1.807
P -3.664 -1.531 2.164
S -5.107 -2.356 3.154
H -0.774 -7.503 1.045
H -1.875 -3.745 2.760
H -3.369 -4.456 2.132
H -2.354 -4.098 -0.102
H -0.203 -3.337 1.391
H 0.046 -2.805 -1.479
H -0.627 -4.367 -1.103
H 1.986 -3.722 -0.943
H 1.249 -5.074 -0.348
H -0.828 -1.132 1.719
H -3.502 -0.578 -0.618
H -4.792 -3.795 0.738
H -4.280 -3.625 -0.927
H -5.893 -1.440 0.563
H -7.865 -2.537 -0.462
H -6.846 -3.871 -0.932
H -7.085 -3.557 0.813
H -3.991 -0.222 1.762
H -2.461 -1.387 2.879
C 1.659 1.589 -2.793
C 2.405 2.103 -4.000
O 3.268 1.448 -4.560
N 2.081 3.346 -4.450
C 1.099 4.265 -3.909
H 2.032 0.597 -2.558
H 1.822 2.241 -1.934
H 0.590 1.520 -3.004
H 2.612 3.633 -5.256
H 0.348 4.495 -4.668
H 1.587 5.195 -3.610
H 0.606 3.836 -3.044
C -5.605 -2.371 -5.138
C -5.280 -3.676 -5.825
O -4.472 -4.461 -5.353
N -5.920 -3.952 -6.988
C -6.902 -3.145 -7.690
H -5.014 -2.310 -4.231
H -5.358 -1.523 -5.778
H -6.663 -2.332 -4.870
H -5.656 -4.838 -7.391
H -7.836 -3.701 -7.786
H -6.536 -2.905 -8.689
H -7.099 -2.220 -7.159
C 0.005 4.389 0.547
C 1.325 3.773 0.951
O 2.100 3.304 0.129
N 1.625 3.754 2.272
C 0.836 4.255 3.384
H -0.092 4.329 -0.532
H -0.826 3.850 1.005
H -0.038 5.437 0.845
H 2.516 3.330 2.480
H 1.407 5.015 3.914
H 0.629 3.434 4.071
H -0.102 4.688 3.052
C 5.291 -5.020 -0.814
C 4.432 -4.878 -2.046
O 3.536 -4.043 -2.120
N 4.684 -5.703 -3.086
C 5.697 -6.740 -3.189
H 4.968 -4.291 -0.077
H 5.190 -6.019 -0.388
H 6.338 -4.834 -1.054
H 4.079 -5.549 -3.878
H 6.363 -6.519 -4.023
H 5.219 -7.703 -3.370
H 6.283 -6.804 -2.280
C 5.239 4.777 7.053
C 4.240 4.531 5.956
O 3.608 3.487 5.858
N 4.053 5.526 5.049
C 4.701 6.824 4.986
H 5.285 3.899 7.690
H 6.228 4.957 6.630
H 4.934 5.633 7.659
H 3.375 5.295 4.344
H 3.951 7.615 5.052
H 5.230 6.926 4.037
H 5.411 6.943 5.796
C 9.737 3.128 6.953
C 8.894 3.380 5.727
O 8.030 4.244 5.701
N 9.127 2.607 4.637
C 10.102 1.543 4.480
H 9.433 3.820 7.733
H 9.595 2.109 7.314
H 10.793 3.290 6.733
H 8.531 2.827 3.854
H 10.784 1.785 3.664
H 9.592 0.608 4.243
H 10.678 1.406 5.388
C -8.396 3.935 -1.351
C -7.503 4.278 -2.521
O -7.398 5.412 -2.946
N -6.803 3.257 -3.094
C -6.795 1.855 -2.726
H -8.880 4.844 -1.007
H -9.164 3.221 -1.650
H -7.812 3.517 -0.530
H -6.231 3.550 -3.870
H -5.778 1.552 -2.467
H -7.129 1.255 -3.576
H -7.447 1.660 -1.882
*
```

Löwdin atomic charge list, values in e, 4 entries: C 0.17; C -0.09; C -0.15; N -0.03

2.
Below is C5H6BrN3S in the gas phase, with properties calculated with the ωB97M-V functional and the def2-TZVPD basis.

Structure (ORCA input):
```
! RIJCOSX wB97M-V def2-TZVPD def2/J DEFGRID3
* xyz 0 1
C -1.000 -1.661 0.312
C 0.998 -1.267 -0.321
C 0.379 -0.028 -0.187
C 0.329 2.609 0.312
C -1.910 0.578 0.599
N 0.130 -2.250 0.006
N -0.936 -0.309 0.234
N 2.314 -1.536 -0.586
S 0.870 1.500 -0.839
Br -3.642 0.263 -0.111
H -1.885 -2.178 0.619
H 0.293 3.634 -0.006
H 0.335 2.356 1.352
H -1.602 1.625 0.562
H 2.829 -0.844 -1.106
H 2.498 -2.492 -0.839
*
```

natural (NBO) atomic charge list, values in e, 4 entries: C 0.22; C 0.31; C -0.22; C -0.67

3.
Below is C12H9Cl5FeNO9Se as an isolated structure, with properties calculated with the ωB97M-V functional and the def2-TZVPD basis.

Structure (ORCA input):
```
! RIJCOSX wB97M-V def2-TZVPD def2/J DEFGRID3
* xyz -2 2
Fe -0.337 0.714 1.133
O 0.385 -1.568 2.317
C 0.984 -2.470 1.419
C 2.150 -1.864 0.644
N 1.950 -0.479 0.238
C 1.822 -0.164 -1.167
C 1.346 1.290 -1.315
O 1.768 1.940 -2.271
O 0.541 1.724 -0.418
C 2.934 0.382 0.887
C 2.544 0.568 2.346
O 3.399 0.404 3.226
O 1.319 0.877 2.505
H 1.037 -1.079 2.847
H 0.177 -2.769 0.756
H 1.348 -3.371 1.933
H 2.385 -2.513 -0.212
H 3.022 -1.883 1.305
H 1.089 -0.828 -1.633
H 2.769 -0.251 -1.719
H 2.922 1.368 0.421
H 3.948 -0.033 0.814
Cl -2.262 2.710 -0.126
C -2.272 1.527 -1.333
C -1.646 0.334 -1.061
C -1.689 -0.713 -1.939
Cl -0.970 -2.256 -1.577
C -2.348 -0.554 -3.165
Cl -2.419 -1.856 -4.300
C -2.957 0.660 -3.469
Cl -3.765 0.870 -4.983
C -2.929 1.706 -2.546
Cl -3.704 3.204 -2.902
O -2.137 -0.220 1.533
Se -2.588 0.881 2.737
O -2.623 0.197 4.207
O -1.232 1.860 2.523
O -3.963 1.653 2.345
*
```

natural (NBO) atomic charge list, values in e, 4 entries: Fe 1.51; O -0.72; C -0.06; C -0.24

4.
Below is C22H23ClLuN2OPS as an isolated structure, with properties calculated with the ωB97M-V functional and the def2-TZVPD basis.

Structure (ORCA input):
```
! RIJCOSX wB97M-V def2-TZVPD def2/J DEFGRID3
* xyz 2 1
Lu 0.711 0.443 2.484
Cl -0.392 2.267 3.637
C 0.085 -1.861 2.400
O -0.136 -2.989 2.277
P -0.889 0.405 -0.051
C -0.915 -0.443 -1.729
C -2.392 -0.334 0.740
C -1.515 2.094 -0.491
C -3.158 0.441 1.632
C -4.210 -0.158 2.323
C -4.483 -1.517 2.167
C -3.677 -2.296 1.333
C -2.618 -1.717 0.644
H -2.903 1.491 1.793
H -4.808 0.452 2.993
H -5.301 -1.974 2.711
H -3.862 -3.361 1.228
H -1.943 -2.323 0.036
C 0.012 -1.480 -1.977
C 0.026 -2.145 -3.205
C -0.884 -1.796 -4.209
C -1.808 -0.776 -3.975
C -1.811 -0.096 -2.755
H 0.734 -1.750 -1.207
H 0.754 -2.932 -3.382
H -0.865 -2.311 -5.169
H -2.528 -0.500 -4.744
H -2.524 0.716 -2.610
C -2.852 2.344 -0.849
C -3.283 3.646 -1.117
C -2.392 4.712 -0.985
C -1.063 4.468 -0.631
C -0.605 3.169 -0.428
H -3.568 1.523 -0.912
H -4.317 3.812 -1.416
H -2.740 5.731 -1.153
H -0.372 5.297 -0.508
H 0.448 2.971 -0.203
H 2.888 0.336 -1.026
H 2.728 1.056 -0.898
S 3.312 0.445 2.785
C 4.562 -0.479 1.976
N 4.639 -1.824 1.981
C 5.867 -2.332 1.332
C 6.486 -1.080 0.768
N 5.605 -0.011 1.264
H 4.033 -2.389 2.547
H 5.627 -3.074 0.564
H 6.509 -2.804 2.079
H 6.505 -1.104 -0.315
H 7.508 -0.931 1.118
H 5.773 0.968 1.135
*
```

natural (NBO) atomic charge list, values in e, 4 entries: Lu 1.76; Cl -0.53; C 0.44; O -0.30

5.
Below is C43H36CoF3IN6O2P2S as an isolated structure, with properties calculated with the ωB97M-V functional and the def2-TZVPD basis.

Structure (ORCA input):
```
! RIJCOSX wB97M-V def2-TZVPD def2/J DEFGRID3
* xyz 1 1
Co 0.482 0.829 -1.433
O -0.960 0.581 -0.117
P -1.778 -0.405 0.673
C -2.358 -1.753 -0.412
P -0.952 -2.480 -1.326
O -0.058 -1.380 -1.783
C -0.222 -3.631 -0.140
C -0.915 -4.786 0.217
C -0.379 -5.662 1.146
C 0.854 -5.388 1.722
C 1.545 -4.240 1.370
C 1.013 -3.363 0.437
C -1.611 -3.398 -2.727
C -2.803 -4.116 -2.680
C -3.252 -4.789 -3.804
C -2.515 -4.739 -4.979
C -1.335 -4.014 -5.034
C -0.881 -3.340 -3.911
C -0.877 -1.121 2.047
C 0.376 -0.591 2.338
C 1.121 -1.120 3.381
C 0.620 -2.178 4.123
C -0.629 -2.712 3.829
C -1.380 -2.184 2.796
C -3.279 0.389 1.252
C -3.595 0.492 2.601
C -4.750 1.154 2.991
C -5.582 1.717 2.036
C -5.263 1.627 0.687
C -4.115 0.966 0.295
H -3.045 -1.287 -1.125
H -2.900 -2.507 0.161
H -1.872 -5.020 -0.230
H -0.920 -6.558 1.418
H 1.276 -6.074 2.444
H 2.502 -4.022 1.824
H 1.549 -2.463 0.174
H -3.400 -4.143 -1.777
H -4.179 -5.344 -3.767
H -2.870 -5.259 -5.859
H -0.770 -3.965 -5.954
H 0.030 -2.757 -3.952
H 0.770 0.221 1.739
H 2.096 -0.708 3.607
H 1.203 -2.594 4.934
H -1.015 -3.540 4.408
H -2.353 -2.605 2.576
H -2.942 0.067 3.352
H -4.996 1.232 4.040
H -6.481 2.234 2.343
H -5.911 2.073 -0.054
H -3.862 0.910 -0.758
I -2.037 0.265 -3.908
C -1.772 2.118 -3.001
C -2.593 3.137 -3.464
C -2.445 4.409 -2.949
C -1.481 4.616 -1.981
C -0.705 3.553 -1.568
N -0.835 2.311 -2.059
H -3.321 2.924 -4.231
H -3.066 5.219 -3.305
H -1.313 5.590 -1.546
H 0.052 3.677 -0.810
N 1.376 1.341 -3.011
C 1.483 1.395 -4.174
N 1.643 1.437 -5.435
C 0.649 2.073 -6.054
N -0.197 2.615 -6.622
C 4.909 -1.962 -0.907
N 4.927 -0.513 -0.954
C 3.842 0.267 -1.032
N 4.029 1.582 -1.092
S 2.347 -0.533 -1.147
H 5.938 -2.299 -0.815
H 4.480 -2.377 -1.819
H 4.339 -2.318 -0.049
H 5.823 -0.058 -0.898
H 4.952 1.980 -1.080
H 3.225 2.191 -1.089
F 3.888 6.983 4.706
C 3.861 5.673 5.013
F 5.127 5.318 5.300
F 3.146 5.542 6.140
C 3.305 4.854 3.881
C 2.187 4.052 4.057
C 1.701 3.308 2.997
C 2.331 3.356 1.751
C 3.453 4.172 1.587
C 3.936 4.917 2.645
C 1.820 2.576 0.670
C 1.301 1.869 -0.167
H 1.696 4.012 5.019
H 0.825 2.688 3.128
H 3.941 4.230 0.624
H 4.804 5.549 2.513
*
```

Löwdin atomic charge list, values in e, 4 entries: Co 0.28; O -0.36; P 0.81; C -0.27

6.
Below is C6H9NO3 in the gas phase, with properties calculated with the ωB97M-V functional and the def2-TZVPD basis.

Structure (ORCA input):
```
! RIJCOSX wB97M-V def2-TZVPD def2/J DEFGRID3
* xyz 0 1
C -0.714 0.826 1.508
C -0.596 -0.370 2.176
C -0.332 1.134 0.167
C 0.337 -1.789 0.731
C 0.673 0.283 -0.558
C 0.654 0.704 -2.054
N 0.111 -1.242 -0.574
O -0.608 -0.906 3.221
O -0.783 2.121 -0.394
O -1.509 1.786 2.117
H 1.285 -1.885 1.056
H -0.273 -2.794 0.812
H 1.641 0.329 -0.165
H 1.509 1.263 -2.356
H -0.247 1.214 -2.225
H 0.728 -0.279 -2.613
H 0.546 -1.634 -1.434
H -0.938 -1.207 -0.771
H -1.485 2.447 1.356
*
```

natural (NBO) atomic charge list, values in e, 4 entries: C -0.11; C 0.66; C 0.42; C -0.50

7.
Below is C5H7N in the gas phase, with properties calculated with the ωB97M-V functional and the def2-TZVPD basis.

Structure (ORCA input):
```
! RIJCOSX wB97M-V def2-TZVPD def2/J DEFGRID3
* xyz 0 1
C 2.891 -0.885 -0.531
C 1.767 -0.451 -0.571
C 0.425 0.102 -0.643
C -0.026 1.207 0.253
N -0.468 -0.142 0.480
C -1.830 -0.463 0.115
H 3.885 -1.277 -0.480
H -0.021 0.101 -1.639
H -0.748 1.921 -0.154
H 0.664 1.581 1.000
H -1.841 -1.527 -0.134
H -2.207 0.119 -0.745
H -2.488 -0.266 0.968
*
```

As for the SMILES: C#C[C@@H]1CN1C.

natural (NBO) atomic charge list, values in e, 4 entries: C -0.22; C -0.02; C -0.17; C -0.23

8.
Below is C32H29F4N6O3Ru as an isolated structure, with properties calculated with the ωB97M-V functional and the def2-TZVPD basis.

Structure (ORCA input):
```
! RIJCOSX wB97M-V def2-TZVPD def2/J DEFGRID3
* xyz 2 6
Ru -0.358 1.330 2.379
C -0.258 -1.134 4.380
C 0.986 -0.266 4.444
N 0.787 1.203 4.196
C 2.124 1.891 4.311
C 3.324 1.155 3.735
C -0.076 1.828 5.253
C -1.572 1.684 5.020
N -1.831 1.743 3.584
C -3.039 2.252 3.133
C -3.063 2.865 1.874
F -1.891 2.980 1.201
C -4.204 3.415 1.336
F -4.138 3.991 0.144
C -5.395 3.374 2.039
C -5.397 2.785 3.289
F -6.517 2.718 3.991
C -4.249 2.239 3.840
F -4.326 1.662 5.038
H 0.050 -2.170 4.521
H -0.756 -1.090 3.406
H -0.984 -0.912 5.156
H 1.693 -0.613 3.695
H 1.469 -0.369 5.420
H 2.302 2.052 5.378
H 2.004 2.881 3.867
H 3.675 0.372 4.404
H 4.141 1.867 3.619
H 3.131 0.709 2.762
H 0.170 2.890 5.253
H 0.204 1.423 6.228
H -2.076 2.504 5.534
H -1.981 0.760 5.427
H -6.300 3.798 1.626
C 3.119 -4.014 -9.783
O 1.896 -4.150 -9.064
C 1.775 -3.525 -7.886
C 0.552 -3.701 -7.226
C 0.329 -3.101 -6.012
C 1.318 -2.304 -5.419
C 2.530 -2.138 -6.081
C 2.769 -2.738 -7.304
C 1.041 -1.684 -4.134
N -0.036 -1.896 -3.399
C 0.125 -1.124 -2.295
C 1.314 -0.418 -2.338
N 1.887 -0.786 -3.528
C 1.720 0.480 -1.316
C 2.872 1.290 -1.335
C 3.115 2.143 -0.292
C 2.247 2.149 0.804
N 1.176 1.377 0.870
C 0.870 0.588 -0.199
C -0.386 -0.106 -0.165
N -1.210 0.144 0.891
C -2.396 -0.451 0.955
C -2.838 -1.334 -0.030
C -2.029 -1.590 -1.110
C -0.775 -0.964 -1.199
H 2.993 -4.595 -10.691
H 3.956 -4.413 -9.208
H 3.305 -2.970 -10.041
H -0.202 -4.317 -7.696
H -0.614 -3.237 -5.503
H 3.329 -1.544 -5.650
H 3.722 -2.593 -7.791
H 2.758 -0.465 -3.913
H 3.552 1.254 -2.176
H 3.972 2.800 -0.291
H 2.439 2.794 1.650
H -3.006 -0.212 1.816
H -3.810 -1.795 0.066
H -2.334 -2.261 -1.903
O -3.751 -1.139 4.202
O -4.942 -1.270 4.236
*
```

Löwdin atomic charge list, values in e, 4 entries: Ru 1.42; C -0.07; C -0.22; N -0.28

| no. | strongest force on any atom (Eh/bohr) | electronic energy (eV) |
| --- | --- | --- |
| 1 | 0.023 | -117341.3979 |
| 2 | 0.030 | -90627.0442 |
| 3 | 0.048 | -194850.7652 |
| 4 | 0.122 | -94468.7840 |
| 5 | 0.017 | -141500.0999 |
| 6 | 0.122 | -13996.2547 |
| 7 | 0.010 | -6785.3082 |
| 8 | 0.011 | -62172.3586 |